Record 1
ORCA calculation (wB97M-V/def2-TZVPD) on a structure of composition C18H15As4F24HgN3O6 in a non-equilibrium geometry.

Geometry as XYZ:
```
71
Properties=species:S:1:pos:R:3:forces:R:3
Hg -0.564 0.138 -0.056 -0.6 0.9 -0.6
As -4.428 2.270 -0.674 0.8 -2.5 -3.1
F -2.754 1.776 -0.569 0.4 0.1 0.8
F -4.880 0.713 0.186 -0.1 1.0 -0.9
F -6.087 2.723 -0.976 0.6 0.1 0.9
F -3.796 3.636 -1.605 -1.1 -0.2 1.7
F -4.452 1.376 -2.317 -0.9 1.3 3.1
F -4.323 2.837 1.015 -0.3 0.8 -1.4
As -0.827 2.125 -3.808 -2.3 2.2 -1.7
F -0.543 1.259 -2.288 0.9 0.6 -0.7
F -1.397 3.623 -2.952 1.3 -1.8 -0.6
F -1.238 3.027 -5.331 0.9 -0.8 1.0
F -0.459 0.687 -4.825 0.6 1.2 1.1
F -2.519 1.558 -3.786 2.3 0.7 -0.1
F 0.907 2.754 -3.864 -2.4 -1.3 0.0
As 2.187 3.109 -0.217 0.5 1.9 -2.3
F 2.823 2.372 -1.737 -0.3 0.5 2.2
F 3.486 2.273 0.739 -1.9 0.7 -0.7
F 1.344 3.806 1.197 1.2 -1.3 -0.8
F 1.010 3.944 -1.213 0.7 -1.0 1.0
F 1.081 1.589 -0.117 1.1 1.1 0.6
F 3.253 4.578 -0.378 -0.9 -1.9 0.5
As -2.498 -1.868 -2.406 -2.3 1.9 -2.6
F -3.552 -0.606 -3.314 1.8 -3.8 0.9
F -2.060 -0.334 -1.513 -0.1 -1.6 0.5
F -1.421 -2.844 -1.398 -0.8 0.7 -0.3
F -3.027 -3.349 -3.345 0.7 2.0 1.2
F -1.129 -1.502 -3.462 -1.1 -0.9 0.8
F -3.847 -2.005 -1.262 1.1 -0.6 -0.6
C 4.830 0.501 5.084 -0.6 -0.1 0.0
C 3.637 1.132 4.764 -0.4 -0.6 -1.0
C 2.847 0.667 3.688 0.1 2.1 2.3
C 3.181 -0.479 3.013 -1.6 3.5 1.1
C 4.322 -1.065 3.324 4.7 -2.7 1.7
C 5.188 -0.636 4.373 -1.2 0.8 -0.6
N 2.370 -0.766 1.912 0.8 -3.5 -3.0
O 2.940 -1.563 1.115 -2.1 1.9 0.9
O 1.227 -0.335 1.835 0.7 -0.3 0.0
H 5.384 0.942 5.900 0.4 -0.3 0.0
H 3.353 2.007 5.330 -0.2 0.1 -0.2
H 2.012 1.309 3.448 -0.2 -0.4 -0.4
H 4.731 -1.961 2.881 -0.6 0.0 -0.7
H 6.124 -1.132 4.582 -0.1 -0.3 -0.2
C 4.772 -0.293 -4.405 -1.3 1.4 -1.4
C 3.410 -0.145 -4.689 0.7 -1.9 -0.4
C 2.473 -0.685 -3.830 -0.7 -0.4 0.3
C 2.904 -1.160 -2.612 0.8 -0.3 -0.2
C 4.281 -1.160 -2.311 -0.8 -0.4 1.8
C 5.240 -0.690 -3.176 -0.5 0.4 -0.8
N 1.932 -1.849 -1.675 2.1 -1.8 0.4
O 2.191 -3.029 -1.371 -0.6 2.2 -0.7
O 1.040 -1.204 -1.183 -0.2 0.1 -0.3
H 5.387 -0.047 -5.258 0.7 0.2 0.3
H 3.108 -0.039 -5.720 -0.1 0.7 0.0
H 1.486 -0.932 -4.191 -0.4 0.7 0.2
H 4.554 -1.548 -1.341 0.1 0.0 0.2
H 6.296 -0.521 -3.026 0.0 -0.7 0.7
C -5.530 -3.239 3.614 0.6 0.8 -1.1
C -5.266 -2.924 2.265 -0.4 -1.3 2.4
C -4.437 -1.878 1.983 -1.4 -1.7 -4.3
C -3.913 -1.103 2.905 0.1 1.7 1.2
C -4.235 -1.290 4.239 1.1 -0.7 0.7
C -4.988 -2.397 4.611 -0.8 -0.5 -0.9
N -3.042 0.019 2.545 2.8 -1.9 -1.9
O -2.286 -0.089 1.525 -2.0 -0.4 1.5
O -2.876 0.833 3.370 -0.1 2.2 1.2
H -6.094 -4.140 3.805 -0.1 0.1 0.5
H -5.588 -3.556 1.451 -0.3 0.0 0.1
H -4.383 -1.837 0.905 1.1 1.2 -0.2
H -3.641 -0.746 4.959 -0.5 0.3 0.3
H -5.223 -2.638 5.638 0.3 0.2 0.2
```
Forces are in eV/Å.

Computed properties:
HOMO energy (eV): -5.6
F_max (eV/Å): 5.75
Net charge: -2
Gap between HOMO and LUMO (eV): 7.602
LUMO (eV): 1.987
Calculated total energy (eV): -348415.7655

=====

Record 2
ORCA calculation (wB97M-V/def2-TZVPD) on the molecule C18H15Cl2N3O5S.

Geometry as XYZ:
```
44
Properties=species:S:1:pos:R:3:forces:R:3
O 3.682 2.158 0.242 0.3 -0.1 0.1
C 2.569 2.416 -0.151 -0.4 0.5 0.2
N 1.896 1.786 -1.139 -0.6 -0.1 -0.4
C 2.285 0.675 -1.883 0.2 -0.2 -0.3
C 3.520 0.052 -1.746 0.0 0.1 0.1
C 3.838 -1.058 -2.506 -0.2 -0.1 -0.1
C 2.919 -1.557 -3.413 -0.1 0.3 0.2
C 1.682 -0.953 -3.578 0.1 0.0 0.1
C 1.380 0.158 -2.817 0.6 -0.1 0.0
Cl -0.172 0.886 -2.998 -0.2 0.4 -0.3
H 0.958 -1.352 -4.270 -0.1 0.0 0.0
Cl 3.302 -2.952 -4.347 0.1 -0.3 -0.2
H 4.795 -1.540 -2.385 0.1 0.0 0.0
H 4.221 0.437 -1.025 0.0 0.0 0.0
H 0.938 2.085 -1.323 0.4 0.1 0.3
C 1.778 3.611 0.427 0.3 0.1 -0.3
H 1.322 4.181 -0.390 0.0 0.0 0.2
H 2.472 4.236 0.992 -0.1 -0.2 -0.2
O 0.769 3.243 1.371 0.1 -0.1 0.3
C -0.407 2.824 0.928 -0.2 0.0 0.2
O -0.653 2.621 -0.242 0.0 0.2 -0.1
C -1.402 2.698 2.054 -0.3 -0.1 -0.2
H -1.612 3.715 2.394 0.1 0.0 0.0
H -0.935 2.166 2.884 0.0 0.1 0.0
C -2.708 2.002 1.641 0.1 0.2 0.0
N -2.664 0.590 1.918 0.0 -0.3 0.2
C -2.176 -0.259 1.117 -0.4 0.3 0.5
N -1.648 -0.084 -0.144 0.0 -0.6 -0.2
H -1.443 0.851 -0.478 0.3 0.0 -0.2
S -0.728 -1.407 -0.654 0.1 0.1 0.0
O 0.656 -1.130 -0.401 -0.1 -0.2 0.3
O -1.090 -1.802 -1.977 -0.3 -0.3 0.1
C -1.409 -2.465 0.601 -0.2 0.8 0.0
C -1.263 -3.823 0.772 0.1 -0.2 -0.1
C -1.879 -4.407 1.872 0.1 0.1 -0.2
C -2.608 -3.635 2.767 0.0 0.1 0.0
C -2.745 -2.268 2.584 0.1 0.1 -0.2
C -2.137 -1.683 1.482 0.0 -0.6 0.2
H -3.309 -1.652 3.265 -0.1 0.1 0.1
H -3.076 -4.108 3.616 0.0 0.0 0.1
H -1.786 -5.470 2.032 0.0 -0.1 0.0
H -0.689 -4.404 0.069 0.1 -0.1 -0.1
H -2.919 2.224 0.587 -0.1 0.1 0.1
H -3.525 2.393 2.252 0.1 0.1 -0.2
```
Forces are in eV/Å.

Computed properties:
HOMO energy (eV): -8.3
F_max (eV/Å): 0.85
Gap between HOMO and LUMO (eV): 8.453
LUMO (eV): 0.123
Calculated total energy (eV): -69498.0606
SMILES: O=C(COC(=O)CC/N=C1\NS(=O)(=O)c2ccccc21)Nc1ccc(Cl)cc1Cl

=====

Record 3
ORCA calculation (wB97M-V/def2-TZVPD) on a structure of composition C18H15Cl3N6Na in a non-equilibrium geometry.

Geometry as XYZ:
```
43
Properties=species:S:1:pos:R:3:forces:R:3
Na 0.047 0.226 -0.431 0.1 0.0 -0.2
C -0.916 1.117 2.712 -0.1 0.2 0.2
N -1.258 0.056 1.786 0.1 -0.4 0.2
C -2.634 -0.002 1.336 -0.4 0.1 0.2
C -2.713 -0.859 0.119 -0.1 -0.1 -0.1
N -1.795 -0.880 -0.812 -0.3 0.0 0.2
C -2.202 -1.818 -1.729 -0.8 -0.5 -0.1
C -1.600 -2.259 -2.902 0.0 0.0 0.1
C -2.250 -3.245 -3.615 0.2 0.0 -0.1
C -3.463 -3.789 -3.186 -0.1 -0.1 0.1
C -4.080 -3.363 -2.028 0.0 0.0 0.0
C -3.433 -2.370 -1.310 0.5 0.0 -0.5
N -3.726 -1.731 -0.126 0.0 0.1 0.2
C 0.258 1.874 2.185 0.1 0.1 -0.1
N 0.700 1.750 0.962 -0.2 0.1 0.3
C 1.780 2.589 0.857 0.4 0.7 0.7
C 2.624 2.838 -0.216 -0.1 0.0 0.1
C 3.646 3.740 -0.018 0.1 0.0 -0.2
C 3.832 4.381 1.211 0.0 0.0 0.0
C 3.003 4.147 2.288 0.0 0.0 0.1
C 1.975 3.244 2.091 0.2 -0.1 -0.7
N 0.982 2.764 2.914 -0.2 -0.1 0.1
H -0.684 0.740 3.715 -0.1 0.0 -0.1
H -1.752 1.815 2.816 0.0 -0.1 0.1
H -0.984 -0.844 2.162 0.0 0.1 -0.1
H -2.954 1.011 1.075 0.0 0.0 0.1
H -3.332 -0.384 2.100 0.0 0.1 -0.1
H -0.657 -1.842 -3.231 0.0 0.0 -0.1
H -1.811 -3.623 -4.527 0.0 0.0 -0.1
H -3.923 -4.573 -3.769 0.0 0.0 -0.1
H -5.013 -3.787 -1.692 -0.1 -0.1 0.0
H -4.558 -1.857 0.426 0.1 0.0 0.0
H 2.465 2.339 -1.162 0.1 0.0 -0.1
H 4.325 3.965 -0.825 0.1 0.0 -0.1
H 4.650 5.074 1.318 0.1 0.1 0.0
H 3.142 4.636 3.238 0.1 0.1 0.1
H 0.828 3.043 3.870 -0.1 -0.1 -0.1
Cl 4.624 -1.799 -2.794 -0.1 -0.2 0.3
C 3.890 -2.569 -1.358 1.1 -0.7 -0.4
Cl 3.348 -4.225 -1.745 0.2 0.4 0.1
Cl 5.044 -2.583 0.002 -0.3 0.0 -0.4
C 2.744 -1.789 -0.990 -0.5 0.3 0.2
N 1.832 -1.157 -0.721 0.0 0.0 0.0
```
Forces are in eV/Å.

Computed properties:
HOMO energy (eV): -11.3
F_max (eV/Å): 1.40
Net charge: +1
Gap between HOMO and LUMO (eV): 9.023
LUMO (eV): -2.235
Calculated total energy (eV): -69830.8449

=====

Record 4
ORCA calculation (wB97M-V/def2-TZVPD) on a structure of composition C18H15FeNO4S in a non-equilibrium geometry.

Geometry as XYZ:
```
40
Properties=species:S:1:pos:R:3:forces:R:3
Fe 0.192 0.017 0.649 1.4 -0.5 -4.9
C 0.043 1.620 1.437 -0.1 3.8 4.8
O 0.033 2.316 2.412 -0.1 -1.3 -3.0
C 0.057 1.704 -0.280 -0.8 3.9 -0.3
O -0.035 2.670 -0.961 0.4 -3.3 1.6
C -1.607 -0.276 0.152 -7.3 -0.8 -1.3
O -2.763 -0.376 0.029 5.6 0.4 0.6
C 2.042 0.101 -0.219 5.6 -0.6 0.1
O 3.200 0.087 -0.261 -5.1 0.2 -0.1
C 0.038 -2.007 -2.209 0.3 1.4 4.1
H 1.039 -2.337 -1.744 -1.3 -0.1 -1.9
H -0.843 -2.427 -1.607 0.9 0.0 -2.0
C -0.043 -0.686 -2.564 0.1 1.5 1.6
H -0.987 -0.059 -2.474 0.9 -1.3 -1.0
H 0.866 -0.010 -2.634 -1.0 -1.2 -0.7
N 0.388 -1.572 1.414 0.4 -1.4 0.8
S 1.532 -1.676 2.597 -0.2 -1.0 0.3
C 0.664 -0.743 3.823 2.3 1.1 1.3
C -0.714 -0.884 3.975 -1.5 0.0 0.8
C -1.339 -0.286 5.079 -0.2 0.3 0.5
C -0.585 0.455 5.991 -1.8 -0.4 0.0
C 0.796 0.636 5.797 0.9 0.3 0.1
C 1.422 0.037 4.698 0.2 -1.0 -1.5
C 1.271 -3.328 3.221 0.5 -0.3 0.6
C 2.221 -3.741 4.166 0.0 0.2 0.1
C 2.016 -4.932 4.856 0.2 0.3 -0.2
C 0.889 -5.715 4.577 0.2 0.1 0.1
C -0.024 -5.312 3.606 -0.1 0.4 -0.5
C 0.157 -4.105 2.915 -0.5 -0.3 0.3
H 0.177 -2.461 0.959 0.1 0.1 0.1
H -1.285 -1.447 3.250 -0.1 -0.1 0.1
H -2.419 -0.409 5.221 0.5 0.1 0.0
H -1.067 0.914 6.863 0.2 -0.2 -0.4
H 1.387 1.239 6.493 -0.2 -0.2 -0.2
H 2.491 0.155 4.509 -0.3 0.0 0.3
H 3.083 -3.099 4.356 -0.1 -0.3 0.1
H 2.739 -5.236 5.610 -0.2 0.0 -0.2
H 0.733 -6.643 5.128 0.0 0.2 -0.2
H -0.893 -5.925 3.378 0.2 0.1 0.0
H -0.580 -3.779 2.185 0.0 -0.2 0.2
```
Forces are in eV/Å.

Computed properties:
HOMO energy (spin up / spin down) (eV): -18.0 / -19.0
F_max (eV/Å): 7.51
Net charge: +3
Gap between HOMO and LUMO (spin up / spin down) (eV): 6.215 / 4.202
LUMO (spin up / spin down) (eV): -11.753 / -14.792
Calculated total energy (eV): -73771.5811
Spin multiplicity: 6

=====

Record 5
ORCA calculation (wB97M-V/def2-TZVPD) on a structure of composition C18H16Br30IN2O3P in a non-equilibrium geometry.

Geometry as XYZ:
```
71
Properties=species:S:1:pos:R:3:forces:R:3
N -1.542 -4.574 -1.129 -0.1 0.3 0.4
C -2.830 -4.139 -1.546 -0.2 -0.4 0.0
C -3.815 -5.084 -1.842 0.0 -0.1 0.1
C -5.092 -4.723 -2.222 -0.3 0.0 0.1
C -5.373 -3.380 -2.274 0.0 0.2 0.3
C -4.410 -2.419 -1.975 -0.2 0.1 0.1
C -3.104 -2.766 -1.624 0.0 0.4 -0.8
P -1.800 -1.502 -1.258 0.5 -0.2 1.4
O -2.170 -0.190 -2.102 -0.3 -0.3 -0.4
I 0.249 -2.222 -2.454 -0.1 -0.1 -0.5
C -5.103 -1.083 -2.120 0.4 -0.2 -0.5
O -4.791 -0.010 -1.676 0.7 -0.8 -0.3
N -6.282 -1.340 -2.845 -0.3 -0.2 0.4
C -6.648 -2.696 -2.655 -0.2 -0.2 0.2
O -7.754 -3.165 -2.731 0.6 0.4 0.0
H -1.613 -5.287 -0.417 0.1 -0.2 -0.1
H -0.958 -4.880 -1.894 0.1 0.0 0.0
H -3.565 -6.134 -1.761 0.1 0.0 -0.1
H -5.849 -5.453 -2.472 0.0 -0.1 0.0
H -2.540 -0.348 -2.984 0.1 0.2 -0.1
H -6.454 -0.884 -3.728 -0.5 0.4 0.3
C 3.829 0.510 -0.914 0.0 0.0 0.0
Br 1.968 0.982 -0.961 0.0 0.1 0.1
Br 4.641 0.967 0.765 0.0 0.0 0.0
Br 4.098 -1.347 -1.365 0.0 0.0 0.0
H 4.326 1.092 -1.676 0.0 0.0 0.0
C 2.590 -4.283 1.454 0.0 0.1 0.0
Br 0.737 -3.791 1.416 0.0 0.0 0.0
Br 3.410 -3.832 3.136 0.0 0.0 0.0
Br 2.843 -6.140 1.019 0.0 0.0 0.0
H 3.088 -3.705 0.688 0.0 0.0 0.0
C -8.195 2.618 -0.959 0.2 -0.1 -0.1
Br -7.784 4.491 -1.235 -0.3 0.0 -0.7
Br -9.606 2.039 -2.127 0.0 0.0 0.0
Br -6.626 1.477 -1.153 -1.3 0.7 -0.5
H -8.574 2.520 0.050 -0.1 0.0 0.0
C 8.224 -1.527 1.121 0.0 0.0 -0.1
Br 8.341 0.275 1.775 0.0 0.1 0.0
Br 9.609 -2.650 1.837 0.0 0.0 0.0
Br 6.476 -2.256 1.437 0.1 -0.2 0.1
H 8.371 -1.486 0.051 0.0 0.0 0.0
C -5.047 4.062 2.513 -0.1 0.0 0.1
Br -5.760 4.982 4.047 0.0 0.0 0.0
Br -6.428 3.354 1.379 0.7 0.2 1.3
Br -3.843 5.178 1.512 0.0 0.0 0.0
H -4.473 3.227 2.885 0.0 0.0 0.0
C -7.628 -3.737 -7.013 0.0 0.0 -0.1
Br -8.454 -2.085 -7.540 0.0 0.0 0.0
Br -6.636 -4.531 -8.455 0.0 0.0 0.0
Br -6.548 -3.505 -5.438 0.2 -0.2 -0.7
H -8.419 -4.424 -6.751 0.0 0.0 0.0
C 8.770 4.125 2.742 -0.1 -0.1 0.1
Br 9.844 4.243 1.153 0.0 0.0 0.0
Br 9.128 5.547 3.975 0.1 0.2 0.0
Br 6.892 4.024 2.339 0.0 -0.1 -0.1
H 9.036 3.202 3.240 0.0 0.0 0.0
C 5.369 3.169 6.114 0.0 0.0 -0.1
Br 5.140 5.065 5.902 0.0 0.0 0.0
Br 4.425 2.180 4.759 0.0 0.0 0.0
Br 7.230 2.694 6.177 0.0 0.0 0.0
H 4.937 2.896 7.066 0.0 0.0 0.0
C 10.880 4.840 8.141 -0.1 0.0 0.0
Br 10.769 3.469 6.799 0.1 -0.1 0.0
Br 12.235 6.133 7.714 0.0 0.0 0.0
Br 9.170 5.666 8.436 0.0 0.0 0.0
H 11.172 4.362 9.064 0.0 0.0 0.0
C -2.408 2.534 -4.365 0.0 0.1 0.2
Br -2.835 0.877 -5.272 0.0 0.0 0.0
Br -3.794 3.029 -3.133 0.0 0.0 0.0
Br -0.686 2.452 -3.518 0.0 0.0 -0.1
H -2.359 3.299 -5.126 0.0 0.0 -0.1
```
Forces are in eV/Å.

Computed properties:
HOMO energy (eV): -8.8
F_max (eV/Å): 1.57
Gap between HOMO and LUMO (eV): 7.841
LUMO (eV): -0.929
Calculated total energy (eV): -2146709.3824